ORCA calculation (the ωB97M-V functional and the def2-TZVPD basis) on a 2-piece molecular cluster, CH3NO2 overall in a non-equilibrium geometry.

Geometry (Å):
C1 -1.799 -0.619 0.758
N1 -2.276 -1.029 -0.165
O1 2.029 0.607 -0.695
O2 0.609 0.553 -0.334
H1 0.340 1.200 -1.022
H2 -1.349 -0.495 1.806
H3 2.446 -0.216 -0.347

Total charge: 0
Energy relative to the best compared isomer or geometry (same formula, charge and spin): 5.093 eV
Spin multiplicity: 1
Gap between HOMO and LUMO: 11.2199 eV
SMILES string: C#N.OO
Max |F|: 6.6 eV Å⁻¹